Entry 1:
8
Properties=species:S:1:pos:R:3:forces:R:3 method="wB97M-V/def2-TZVPD" e_above_lowest_kcal_mol=68.5 homo_energy_ha=-0.398 spin_multiplicity=1 orbital_gap_ev=11.83 e_lumo_ha=0.0363 charge=0
N -0.272 -0.313 1.414 -0.143 0.039 -0.955
N -1.039 -0.668 0.182 0.990 0.669 0.418
C -0.376 -0.029 -0.799 0.060 -0.023 0.482
C 0.668 0.711 -0.238 -0.187 -0.206 0.167
N 0.742 0.457 1.080 -0.650 -0.327 -0.542
H -0.397 -1.455 0.920 0.075 0.102 -0.069
H -0.682 -0.104 -1.839 0.056 -0.008 0.331
H 1.356 1.401 -0.721 -0.200 -0.245 0.168

---

Entry 2:
17
Properties=species:S:1:pos:R:3:forces:R:3 method="wB97M-V/def2-TZVPD" e_above_lowest_kcal_mol=54.8 homo_energy_ha=-0.340 spin_multiplicity=1 orbital_gap_ev=10.32 e_lumo_ha=0.0396 smiles=C#C[C@@H]1[C@H](C)[C@@H]1C charge=0
C -1.722 1.098 2.031 0.301 -0.061 -0.325
C -0.873 1.086 1.174 -0.316 0.007 0.308
C 0.180 1.200 0.191 -0.023 0.204 0.096
C 0.201 0.431 -1.117 0.010 -0.029 -0.159
C -0.889 -0.530 -1.528 -0.040 -0.025 0.059
C 1.195 0.097 -0.042 0.145 -0.076 -0.019
C 1.137 -1.210 0.712 -0.059 -0.022 0.030
H -2.467 1.126 2.796 0.137 -0.061 -0.181
H 0.579 2.210 0.132 -0.078 -0.135 0.020
H 0.590 1.019 -1.947 -0.023 -0.093 0.138
H -1.722 0.000 -2.001 0.107 -0.034 0.061
H -0.497 -1.255 -2.251 -0.068 0.101 0.113
H -1.297 -1.088 -0.681 0.045 0.108 -0.085
H 2.206 0.469 -0.199 -0.151 -0.063 -0.021
H 1.634 -2.003 0.142 -0.072 0.114 0.089
H 1.637 -1.124 1.682 -0.046 0.010 -0.122
H 0.109 -1.525 0.904 0.130 0.055 -0.001

---

Entry 3:
70
Properties=species:S:1:pos:R:3:forces:R:3 method="wB97M-V/def2-TZVPD" e_above_lowest_kcal_mol=21.2 homo_energy_ha="-0.284 / -0.309" spin_multiplicity=3 orbital_gap_ev="8.04 / 5.24" e_lumo_ha="0.0115 / -0.1164" charge=0 s2=2.0097
Au -0.645 0.498 -0.695 -0.015 0.012 -0.029
O -2.085 -3.072 -6.999 0.050 0.071 0.021
C -2.998 -2.634 -6.341 0.038 -0.210 -0.100
O -4.202 -2.531 -6.296 -0.010 0.120 0.094
C -2.363 -1.909 -4.914 -0.007 0.060 0.075
C -0.990 -1.901 -4.771 -0.026 -0.022 -0.037
C -0.515 -1.319 -3.607 0.146 -0.077 -0.057
N -1.310 -0.793 -2.683 -0.046 0.114 0.025
C -2.623 -0.805 -2.855 -0.133 0.046 0.052
C -3.214 -1.377 -3.985 -0.080 -0.009 -0.017
C -3.544 -0.172 -1.780 -0.146 -0.035 0.036
O -4.745 -0.370 -1.927 0.130 -0.037 -0.071
O -2.969 0.479 -0.861 0.074 -0.035 0.012
H -0.331 -2.319 -5.514 -0.003 -0.004 0.009
H 0.551 -1.277 -3.410 0.001 0.003 -0.027
H -4.288 -1.372 -4.074 0.006 0.001 0.014
C 2.952 -0.175 4.276 0.029 -0.045 -0.007
N 1.888 0.556 3.612 0.083 -0.015 -0.120
C 1.537 1.835 4.206 -0.025 0.061 0.006
P 1.389 0.144 2.112 -0.005 -0.097 -0.045
O 0.330 1.052 1.616 0.028 0.083 0.037
O 0.848 -1.377 2.243 0.022 -0.039 -0.013
P -0.646 -1.830 1.802 0.079 0.021 -0.051
O -0.887 -1.530 0.366 -0.058 -0.009 0.062
N -0.555 -3.433 2.192 -0.028 0.141 0.027
C -1.827 -4.153 2.135 -0.037 -0.013 0.021
C 0.554 -4.210 1.646 0.052 0.002 -0.004
N -1.700 -1.122 2.806 0.007 -0.181 -0.007
C -1.566 -1.259 4.246 0.038 -0.024 0.036
C -2.873 -0.384 2.350 -0.022 0.096 -0.101
N 2.742 -0.094 1.192 -0.085 0.048 0.130
C 3.600 1.084 1.048 0.004 0.029 0.001
C 2.648 -0.852 -0.054 -0.047 -0.045 -0.008
H 2.719 -0.272 5.338 0.004 -0.003 0.004
H 3.916 0.336 4.176 -0.004 -0.005 0.021
H 3.047 -1.173 3.852 0.010 -0.001 -0.001
H 1.220 1.685 5.240 -0.009 0.008 -0.002
H 0.723 2.286 3.644 0.005 0.016 0.007
H 2.394 2.518 4.202 -0.021 0.001 0.013
H -2.615 -3.559 2.594 -0.008 -0.004 -0.021
H -1.726 -5.084 2.694 -0.014 0.004 -0.009
H -2.118 -4.388 1.105 -0.009 -0.010 0.019
H 1.493 -3.684 1.802 0.000 -0.009 -0.020
H 0.424 -4.409 0.576 0.012 -0.011 0.014
H 0.605 -5.163 2.173 0.001 0.009 -0.010
H -0.606 -1.707 4.500 -0.011 -0.009 0.008
H -2.363 -1.886 4.659 0.009 0.023 -0.004
H -1.625 -0.272 4.712 0.007 -0.008 0.006
H -2.860 -0.249 1.269 -0.028 -0.036 0.031
H -2.876 0.603 2.818 -0.007 0.000 -0.020
H -3.787 -0.914 2.633 0.012 0.021 -0.006
H 3.674 1.617 1.996 -0.011 0.014 0.005
H 3.214 1.768 0.285 0.020 -0.001 0.015
H 4.601 0.757 0.762 -0.013 0.007 0.001
H 2.018 -1.729 0.080 0.004 0.019 -0.023
H 3.650 -1.180 -0.336 -0.014 -0.012 0.002
H 2.235 -0.241 -0.865 0.011 -0.022 0.008
O 1.337 2.539 -1.734 0.033 0.015 0.020
B -0.013 2.206 -1.562 -0.002 -0.072 0.027
O -0.827 3.202 -2.084 -0.004 0.015 -0.014
C 0.024 4.161 -2.574 0.022 0.051 -0.031
C -0.287 5.351 -3.192 0.043 -0.060 0.033
C 0.789 6.141 -3.597 -0.016 0.007 -0.001
C 2.104 5.741 -3.385 0.011 0.012 -0.001
C 2.404 4.533 -2.758 -0.054 -0.034 0.014
C 1.334 3.764 -2.363 -0.004 0.037 -0.033
H -1.313 5.649 -3.352 -0.021 0.009 -0.003
H 0.594 7.085 -4.087 0.001 0.012 -0.007
H 2.911 6.381 -3.714 0.012 0.010 -0.007
H 3.423 4.211 -2.592 0.021 -0.004 0.004

---

Entry 4:
32
Properties=species:S:1:pos:R:3:forces:R:3 method="wB97M-V/def2-TZVPD" e_above_lowest_kcal_mol=0.0 homo_energy_ha=-0.389 spin_multiplicity=1 orbital_gap_ev=10.88 e_lumo_ha=0.0111 smiles=CCCC.O.O.O.O.O.O charge=0
C -1.738 -0.922 -1.505 -0.089 -0.101 0.005
C -1.599 0.596 -1.469 -0.130 -0.331 0.011
C -0.575 1.052 -0.446 0.535 0.162 0.191
C -0.403 2.570 -0.402 -0.105 -0.166 0.112
H -2.094 -1.315 -0.550 0.027 0.068 0.051
H -0.777 -1.399 -1.708 0.018 0.040 -0.031
H -2.447 -1.247 -2.268 0.025 0.019 -0.035
H -2.577 1.046 -1.264 0.018 0.040 0.017
H -1.325 0.951 -2.470 0.053 0.090 0.035
H 0.395 0.584 -0.636 0.009 0.010 -0.224
H -0.796 0.658 0.549 -0.311 0.038 0.020
H -0.124 2.951 -1.387 -0.062 0.096 0.012
H 0.369 2.880 0.302 0.041 -0.080 0.001
H -1.334 3.058 -0.097 0.010 0.084 -0.129
O 1.320 -1.457 1.849 -0.022 -0.043 -0.003
H 0.458 -1.162 2.200 0.243 0.035 -0.113
H 1.738 -0.702 1.407 -0.082 0.111 0.045
O 2.014 0.976 -2.811 -0.374 0.228 0.102
H 2.166 0.366 -3.538 -0.125 -0.027 -0.031
H 1.051 1.068 -2.711 0.480 -0.155 -0.159
O 1.969 -2.827 -0.460 -0.211 -0.036 0.297
H 1.136 -3.130 -0.834 0.104 -0.020 -0.150
H 1.701 -2.525 0.439 0.050 -0.068 -0.110
O -2.963 1.223 2.112 -0.073 -0.117 0.136
H -2.616 1.494 1.255 0.001 0.202 0.036
H -2.957 1.996 2.689 0.050 -0.008 -0.219
O -1.138 -0.727 2.980 -0.210 0.043 -0.017
H -1.787 -0.056 2.691 0.093 -0.123 0.079
H -1.662 -1.492 3.235 0.050 0.012 0.013
O 2.874 -0.108 -0.280 0.054 0.018 0.091
H 2.811 -1.055 -0.491 -0.066 0.136 -0.175
H 2.729 0.353 -1.122 -0.002 -0.156 0.140

---

no.,molar mass (g mol⁻¹)
1,69.07
2,94.16
3,767.23
4,166.21